# 1
Molecular formula: C21H43N2P3SeSm
Method: DFT, the ωB97M-V functional and the def2-TZVPD basis

Results
* max |F|: 0.04773 hartree/bohr
* HOMO-LUMO gap (spin up / spin down): 5.82 / 6.43 eV
* total charge: +3
* spin multiplicity: 6
* energy relative to the best compared isomer or geometry (same formula, charge and spin): 0.0 kJ/mol
* electronic energy: -5017.98618 a.u.

```
71
Properties=species:S:1:pos:R:3:lowdin_spin:R:1
Sm 0.230 -0.202 0.323 5.10
P 0.968 -1.282 -2.225 -0.01
P 2.255 1.834 -0.027 -0.02
P -1.635 -2.353 0.692 -0.02
H -0.837 2.425 1.769 0.00
C -1.201 1.546 2.321 0.00
C -0.292 0.790 3.041 -0.01
H 0.689 1.191 3.336 0.00
C 0.037 -0.509 -3.624 0.00
C 2.671 -1.073 -2.903 0.00
C 0.670 -3.040 -2.699 0.00
C 2.383 3.057 1.343 0.00
C 4.048 1.463 -0.248 0.00
C 1.918 2.914 -1.460 0.00
C -2.626 -2.274 2.244 0.00
C -1.224 -4.151 0.688 0.00
C -2.946 -2.291 -0.580 0.00
H -2.275 1.349 2.272 0.00
H -0.475 -0.218 3.460 0.00
H 0.423 -0.937 -4.570 0.00
H 0.164 0.585 -3.615 0.00
H -1.044 -0.703 -3.528 0.00
H 2.700 -1.487 -3.926 0.00
H 3.392 -1.599 -2.262 0.00
H 2.952 -0.009 -2.911 0.00
H 0.888 -3.139 -3.777 0.00
H -0.372 -3.322 -2.483 0.00
H 1.313 -3.716 -2.121 0.00
H 2.676 4.046 0.960 0.00
H 3.147 2.714 2.058 0.00
H 1.419 3.152 1.866 0.00
H 4.607 2.385 -0.485 0.00
H 4.179 0.727 -1.057 0.00
H 4.451 1.046 0.689 0.00
H 2.561 3.793 -1.326 0.00
H 0.865 3.233 -1.496 0.00
H 2.163 2.429 -2.416 0.00
H -3.622 -2.731 2.124 0.00
H -2.745 -1.226 2.557 0.00
H -2.080 -2.814 3.032 0.00
H -2.142 -4.748 0.821 0.00
H -0.533 -4.366 1.519 0.00
H -0.740 -4.428 -0.261 0.00
H -3.768 -2.910 -0.201 0.00
H -2.596 -2.694 -1.540 0.00
H -3.298 -1.263 -0.749 0.00
C -3.296 2.782 -0.708 0.00
C -3.354 3.441 0.536 0.00
C -4.329 4.433 0.783 0.00
C -5.268 4.749 -0.209 0.00
C -5.225 4.098 -1.461 0.00
C -4.254 3.108 -1.696 0.00
Se -1.920 1.391 -1.299 -0.01
H -1.402 1.272 0.152 0.00
H -2.654 3.197 1.332 0.00
H -4.353 4.955 1.751 0.00
H -6.036 5.509 -0.027 0.00
H -5.934 4.352 -2.271 0.00
H -4.234 2.587 -2.671 0.00
C 2.382 -3.480 0.412 0.00
C 2.641 -2.411 1.409 0.00
N 1.999 -1.237 1.576 -0.01
C 2.652 -0.588 2.639 0.00
C 3.664 -1.378 3.084 0.00
N 3.638 -2.524 2.300 0.00
H 2.667 -3.135 -0.601 0.00
H 3.021 -4.336 0.674 0.00
H 1.318 -3.791 0.432 0.00
H 2.329 0.374 3.002 0.00
H 4.370 -1.230 3.877 0.00
H 4.258 -3.333 2.360 0.00
```

---

# 2
Molecular formula: C21H44B3NO27S6
Method: DFT, the ωB97M-V functional and the def2-TZVPD basis

Results
* max |F|: 0.04180 hartree/bohr
* HOMO-LUMO gap: 9.70 eV
* spin multiplicity: 1
* electronic energy: -5376.60930 a.u.

```
102
Properties=species:S:1:pos:R:3:mulliken_charge:R:1
C 4.518 -3.518 2.276 -1.08
C 4.783 -2.445 1.224 -0.42
C 4.245 -2.813 -0.173 -0.12
O 3.057 -3.586 -0.156 -0.52
C 1.948 -2.907 0.416 -0.07
B 0.719 -2.790 -0.573 0.21
O -0.478 -3.460 -0.365 -0.24
B -1.421 -2.463 -0.058 0.08
C -2.174 -2.449 1.308 -0.92
C -1.155 -2.727 2.431 0.19
C -1.760 -2.647 3.829 -0.89
C -0.717 -2.447 4.937 -1.02
N 0.273 -1.431 4.593 -0.15
C -0.149 -0.114 4.731 0.59
C 0.842 0.959 4.339 -0.94
O -1.269 0.185 5.110 -0.64
O -1.549 -1.462 -1.030 -0.10
B -0.319 -1.007 -1.464 -0.06
C -0.009 0.534 -1.642 -0.29
S 1.262 0.919 -0.494 0.97
O 0.691 0.740 0.823 -0.51
O 1.821 2.217 -0.746 -0.66
O 0.710 -1.921 -1.683 -0.05
H 3.539 -3.347 2.730 0.20
H 5.248 -3.456 3.083 0.38
H 4.539 -4.523 1.867 0.30
H 4.340 -1.486 1.507 0.34
H 5.853 -2.256 1.106 0.40
H 4.060 -1.892 -0.746 0.12
H 4.997 -3.379 -0.720 0.28
H 1.614 -3.431 1.318 0.16
H 2.201 -1.892 0.758 0.18
H -2.545 -1.430 1.458 0.30
H -3.009 -3.155 1.339 0.30
H -0.334 -2.015 2.306 0.03
H -0.719 -3.723 2.304 0.33
H -2.535 -1.879 3.873 0.43
H -2.265 -3.597 4.032 0.45
H -0.231 -3.413 5.091 0.55
H -1.238 -2.224 5.873 0.32
H 1.168 -1.584 5.041 0.29
H 0.247 1.769 3.923 0.26
H 1.582 0.619 3.620 0.27
H 1.302 1.356 5.248 0.30
H 0.325 0.800 -2.645 0.42
H -0.900 1.108 -1.404 0.09
H 2.224 -0.010 -0.716 -0.04
C -5.231 1.957 -1.685 -0.41
C -5.275 0.953 -2.818 -0.26
O -4.512 1.569 -3.863 -0.19
S -3.351 2.440 -3.235 0.87
O -2.145 1.689 -3.234 -0.46
O -3.401 3.744 -3.799 -0.44
O -3.898 2.488 -1.735 -0.33
H -5.935 2.776 -1.845 0.31
H -5.415 1.505 -0.714 0.32
H -6.284 0.749 -3.164 0.38
H -4.785 0.015 -2.546 0.19
C -3.629 7.458 -5.807 -0.27
C -3.851 6.611 -4.573 -0.19
O -4.760 7.392 -3.776 -0.30
S -5.742 8.215 -4.726 1.10
O -6.968 7.513 -4.861 -0.55
O -5.712 9.577 -4.330 -0.53
O -4.913 8.036 -6.082 -0.33
H -2.921 8.267 -5.619 0.29
H -3.292 6.873 -6.659 0.29
H -2.938 6.418 -4.020 0.28
H -4.332 5.666 -4.816 0.23
C -0.127 4.572 8.223 -0.32
C -0.188 3.521 7.135 -0.30
O 0.825 3.927 6.203 -0.26
S 2.035 4.621 6.982 1.12
O 3.061 3.665 7.199 -0.56
O 2.302 5.873 6.374 -0.54
O 1.271 4.855 8.369 -0.32
H -0.635 5.491 7.922 0.29
H -0.537 4.223 9.166 0.30
H -1.154 3.476 6.640 0.34
H 0.070 2.531 7.515 0.25
C 10.087 -5.036 -0.013 -0.38
C 9.705 -3.699 0.588 -0.32
O 8.350 -3.499 0.164 -0.29
S 7.598 -4.909 0.069 1.14
O 6.858 -5.124 1.259 -0.50
O 6.992 -5.003 -1.209 -0.57
O 8.902 -5.834 0.112 -0.30
H 10.330 -4.944 -1.073 0.30
H 10.912 -5.511 0.510 0.31
H 10.331 -2.884 0.237 0.30
H 9.723 -3.729 1.679 0.29
C -4.021 -1.908 -8.094 -0.33
C -4.645 -3.018 -7.274 -0.36
O -4.811 -2.439 -5.972 -0.31
S -5.119 -0.875 -6.110 1.11
O -6.521 -0.666 -6.025 -0.63
O -4.228 -0.160 -5.272 -0.35
O -4.675 -0.716 -7.635 -0.35
H -2.952 -1.813 -7.894 0.28
H -4.181 -2.033 -9.161 0.31
H -4.018 -3.902 -7.213 0.32
H -5.630 -3.293 -7.657 0.30
```

---

# 3
Molecular formula: C21H44BF3N2O9
Method: DFT, the ωB97M-V functional and the def2-TZVPD basis

Results
* max |F|: 0.00982 hartree/bohr
* HOMO-LUMO gap: 9.37 eV
* spin multiplicity: 1
* structure (SMILES): CCB(O)[C@@]1(CN)C[C@@H](COC(F)(F)F)C(=O)N1.COCCOCCOC.COCCOCCOC
* electronic energy: -1937.62501 a.u.

```
80
Properties=species:S:1:pos:R:3:mulliken_charge:R:1
C 2.073 4.740 -3.575 -0.71
C 1.226 5.990 -3.222 -0.32
B 1.036 6.311 -1.690 0.30
O 1.588 7.485 -1.188 -0.58
C 0.178 5.433 -0.652 0.98
C -1.286 5.923 -0.801 -1.43
N -2.066 5.352 -1.893 -0.62
C 0.259 3.891 -0.714 -1.33
C 1.410 3.505 0.235 1.51
C 2.644 2.864 -0.369 -1.27
O 3.293 2.135 0.688 -0.37
C 4.273 1.315 0.313 0.93
F 4.824 0.783 1.391 -0.25
F 3.830 0.308 -0.470 -0.28
F 5.233 1.939 -0.393 -0.27
C 1.692 4.796 0.997 0.03
O 2.657 5.026 1.675 -0.65
N 0.651 5.655 0.737 -0.18
H 3.086 5.037 -3.852 0.33
H 1.656 4.182 -4.416 0.28
H 2.164 4.040 -2.744 -0.02
H 1.683 6.869 -3.687 0.32
H 0.237 5.897 -3.691 0.20
H 0.997 8.238 -1.091 0.33
H -1.317 7.017 -0.901 0.34
H -1.791 5.690 0.144 0.49
H -2.347 4.403 -1.674 0.33
H -1.535 5.313 -2.755 0.26
H -0.663 3.495 -0.275 0.39
H 0.342 3.487 -1.723 0.38
H 1.009 2.803 0.972 -0.67
H 3.340 3.603 -0.778 0.47
H 2.357 2.166 -1.163 0.60
H 0.833 6.610 1.022 0.33
C -0.620 -3.259 2.342 -0.89
O -0.394 -2.009 2.952 -0.36
C 0.385 -1.115 2.181 -0.73
C -0.151 0.296 2.249 0.45
O -1.380 0.496 1.570 -0.36
C -2.566 0.081 2.225 -0.33
C -3.062 1.054 3.270 -0.60
O -2.234 1.052 4.414 -0.31
C -2.089 2.310 5.030 -0.73
H 0.270 -3.898 2.391 0.38
H -1.428 -3.747 2.886 0.37
H -0.911 -3.154 1.292 0.36
H 0.419 -1.439 1.135 0.34
H 1.415 -1.096 2.561 0.35
H 0.566 0.919 1.708 -0.09
H -0.196 0.646 3.283 0.18
H -2.465 -0.919 2.650 0.19
H -3.324 0.049 1.438 0.35
H -4.084 0.757 3.546 0.40
H -3.110 2.059 2.834 0.33
H -1.839 3.086 4.298 0.30
H -1.274 2.228 5.748 0.23
H -2.998 2.611 5.563 0.32
C -3.105 -7.045 -3.154 -0.76
O -1.727 -6.829 -2.965 -0.32
C -1.326 -5.476 -3.048 -0.59
C -0.305 -5.125 -1.991 -0.38
O -0.822 -5.080 -0.673 -0.26
C -1.061 -6.301 0.004 -0.41
C 0.184 -7.021 0.469 -0.52
O 0.888 -7.603 -0.608 -0.31
C 2.288 -7.599 -0.456 -0.75
H -3.395 -6.938 -4.206 0.33
H -3.321 -8.064 -2.835 0.23
H -3.705 -6.352 -2.554 0.35
H -2.192 -4.812 -2.948 0.34
H -0.868 -5.287 -4.029 0.38
H 0.016 -4.100 -2.197 0.39
H 0.567 -5.778 -2.062 0.15
H -1.699 -6.971 -0.578 0.16
H -1.605 -6.010 0.907 0.43
H -0.130 -7.803 1.175 0.38
H 0.826 -6.317 1.013 0.29
H 2.654 -6.608 -0.162 0.33
H 2.720 -7.864 -1.419 0.24
H 2.620 -8.328 0.292 0.32
```